Entry 1:
DFT (wB97M-V/def2-TZVPD) results for C51H35ClF15GeN8O2PSTa as an isolated structure at a distorted geometry.

Output
Highest occupied orbital energy: -10.2 eV
Net charge: +1
Energy: -7384.53911 Ha
Gap between HOMO and LUMO: 7.31 eV

CARTESIAN COORDINATES (ANGSTROEM)
Ta -0.765 0.423 0.117
C -4.820 -1.437 4.533
N -4.323 -1.143 3.196
C -4.876 -1.624 2.044
C -4.131 -1.113 1.023
N -3.131 -0.333 1.528
C -3.260 -0.362 2.844
P -2.342 0.607 4.087
C -2.081 2.078 3.072
N -1.677 2.165 1.812
C -1.672 3.492 1.489
C -2.075 4.218 2.570
N -2.337 3.319 3.563
C -2.786 3.644 4.911
C -0.668 -0.070 3.949
N 0.203 0.276 3.027
C 1.359 -0.378 3.333
C 1.183 -1.126 4.462
N -0.109 -0.920 4.859
C -0.713 -1.498 6.045
H -5.686 -0.819 4.766
H -5.115 -2.482 4.587
H -4.046 -1.249 5.271
H -5.746 -2.259 2.048
H -4.267 -1.246 -0.037
H -1.406 3.832 0.504
H -2.182 5.280 2.709
H -3.005 4.706 4.966
H -3.685 3.084 5.156
H -2.013 3.405 5.638
H 2.241 -0.253 2.735
H 1.851 -1.787 4.988
H -0.209 -1.137 6.940
H -1.762 -1.215 6.096
H -0.634 -2.584 6.020
Cl 1.409 -6.746 2.228
C 0.764 -5.188 1.828
C -0.200 -4.605 2.661
C -0.690 -3.351 2.386
C -0.212 -2.611 1.287
O -0.611 -1.397 1.073
C 0.707 -3.236 0.424
C 1.170 -2.553 -0.753
O 0.965 -1.383 -1.059
C 1.190 -4.524 0.710
H -0.547 -5.158 3.525
H -1.437 -2.886 3.020
H 1.782 -3.164 -1.439
H 1.931 -4.973 0.057
F 4.002 -1.663 -3.131
C 4.240 -2.031 -1.868
C 3.920 -1.202 -0.805
C 4.138 -1.716 0.463
F 3.811 -0.967 1.523
C 4.648 -2.977 0.691
F 4.798 -3.441 1.929
C 4.975 -3.771 -0.394
F 5.453 -4.992 -0.206
C 4.775 -3.295 -1.677
F 5.067 -4.064 -2.723
Ge 3.092 0.601 -0.956
S 1.551 1.379 0.399
C 2.789 0.868 -2.899
C 3.882 1.065 -3.731
F 5.116 1.031 -3.210
C 3.753 1.249 -5.093
F 4.822 1.418 -5.864
C 2.487 1.248 -5.655
F 2.342 1.415 -6.963
C 1.377 1.058 -4.857
F 0.154 1.044 -5.395
C 1.546 0.871 -3.499
F 0.444 0.676 -2.759
C 4.517 1.930 -0.564
C 4.336 3.222 -1.037
F 3.228 3.515 -1.736
C 5.256 4.230 -0.833
F 5.053 5.449 -1.327
C 6.401 3.956 -0.105
F 7.296 4.911 0.107
C 6.615 2.684 0.391
F 7.718 2.420 1.087
C 5.681 1.694 0.148
F 5.936 0.466 0.621
C -2.688 -4.322 -4.440
C -2.427 -3.264 -3.410
C -2.459 -3.556 -2.047
C -2.216 -2.556 -1.129
N -1.943 -1.297 -1.485
C -1.919 -1.003 -2.789
C -2.154 -1.948 -3.769
H -3.628 -4.835 -4.234
H -1.895 -5.071 -4.416
H -2.732 -3.897 -5.441
H -2.675 -4.560 -1.704
H -2.258 -2.759 -0.068
H -1.710 0.028 -3.047
H -2.116 -1.658 -4.811
C -4.242 1.440 -1.383
C -3.451 2.586 -1.952
C -4.066 3.569 -2.711
C -3.342 4.641 -3.211
C -1.985 4.737 -2.946
C -1.334 3.772 -2.191
C 0.134 3.893 -1.888
C -2.070 2.678 -1.696
N -1.436 1.725 -0.918
H -5.310 1.600 -1.528
H -4.037 1.337 -0.317
H -3.967 0.500 -1.867
H -5.127 3.495 -2.917
H -3.836 5.406 -3.796
H -1.419 5.573 -3.338
H 0.545 4.798 -2.332
H 0.683 3.036 -2.277
H 0.322 3.916 -0.813

Atom charges from the Mulliken analysis, given in e for atoms 1 to 2: atom 1 (Ta): 0.95, atom 2 (C): -0.82

=====

Entry 2:
DFT (wB97M-V/def2-TZVPD) results for an isolated ion of composition C3H8NO2 and charge +2 at a distorted geometry.

Output
Highest occupied orbital energy (spin up / spin down): -20.9 / -20.0 eV
Net charge: +2
Multiplicity: 2
Energy: -323.49252 Ha
Gap between HOMO and LUMO (spin up / spin down): 10.02 / 4.70 eV
<S²>: 0.759

CARTESIAN COORDINATES (ANGSTROEM)
O 0.181 -0.513 1.979
C -0.329 -0.860 0.960
C 0.242 -0.374 -0.403
C -0.424 0.975 -0.838
O -1.710 0.633 -1.206
N 1.742 -0.143 -0.105
H -1.213 -1.633 0.993
H 0.236 -0.961 -1.334
H -0.321 1.770 -0.076
H 0.140 1.325 -1.699
H -2.046 1.379 -1.692
H 1.812 0.253 0.840
H 2.244 0.494 -0.698
H 2.252 -1.032 -0.092

Atom charges from the Mulliken analysis, given in e for atoms 1 to 2: atom 1 (O): -0.08, atom 2 (C): 0.13

=====

Entry 3:
DFT (wB97M-V/def2-TZVPD) results for a single C3HN3O molecule at a distorted geometry.

Output
Highest occupied orbital energy: -11.0 eV
Net charge: 0
Energy: -354.25518 Ha
Gap between HOMO and LUMO: 10.57 eV
SMILES string: C#Cc1nnon1

CARTESIAN COORDINATES (ANGSTROEM)
C 2.325 0.049 -0.050
C 1.157 -0.070 -0.045
C -0.281 -0.040 0.055
N -1.017 1.100 -0.011
N -2.251 0.766 -0.041
O -2.304 -0.669 -0.002
N -1.013 -1.075 -0.042
H 3.385 -0.061 0.135

Atom charges from the Mulliken analysis, given in e for atoms 1 to 2: atom 1 (C): 0.41, atom 2 (C): -0.61

=====

Entry 4:
DFT (wB97M-V/def2-TZVPD) results for CH2BF3LuO2S as an isolated structure at a distorted geometry.

Output
Highest occupied orbital energy: -24.6 eV
Net charge: +3
Energy: -2146.39797 Ha
Gap between HOMO and LUMO: 7.10 eV

CARTESIAN COORDINATES (ANGSTROEM)
B -0.854 -0.960 1.463
S -0.071 -0.603 -0.211
O 1.184 -1.446 -0.538
O -1.145 -0.865 -1.296
C 0.255 1.277 -0.238
F 1.311 1.669 0.731
F -1.036 1.888 0.255
F 0.530 1.652 -1.644
H -2.035 -0.775 1.540
H -0.174 -1.295 2.362
Lu 2.035 -0.543 -2.424

Atom charges from the Mulliken analysis, given in e for atoms 1 to 2: atom 1 (B): 0.04, atom 2 (S): 0.84

=====

Entry 5:
DFT (wB97M-V/def2-TZVPD) results for C9H25FNO4Zr as an isolated structure at a distorted geometry.

Output
Highest occupied orbital energy: -17.9 eV
Net charge: +3
Energy: -859.25716 Ha
Gap between HOMO and LUMO: 2.70 eV

CARTESIAN COORDINATES (ANGSTROEM)
Zr -0.590 -3.956 2.061
F 0.559 -2.229 1.969
O -1.607 -2.391 0.642
H -2.196 -2.504 -0.124
H -1.402 -1.438 0.689
O 1.410 -4.872 2.061
H 2.087 -4.851 2.765
H 1.771 -5.466 1.377
O 3.214 -1.302 2.852
H 2.400 -1.458 2.375
H 3.062 -1.621 3.748
C -0.201 2.994 0.440
C -0.948 1.604 0.335
C -2.078 1.731 -0.717
C -1.621 1.626 -2.165
C -0.685 0.453 -2.407
C 0.488 0.345 -1.387
N -0.016 0.570 -0.040
O 0.982 0.436 0.890
C 1.059 -1.101 -1.502
C 1.604 1.334 -1.807
C -1.599 1.226 1.709
H -0.869 3.642 1.004
H 0.737 2.907 0.986
H -0.051 3.356 -0.573
H -2.794 0.923 -0.543
H -2.569 2.696 -0.604
H -2.508 1.464 -2.782
H -1.168 2.541 -2.554
H -0.240 0.569 -3.394
H -1.214 -0.506 -2.382
H 0.265 -1.829 -1.327
H 1.854 -1.322 -0.789
H 1.423 -1.225 -2.517
H 2.071 0.962 -2.715
H 2.365 1.379 -1.020
H 1.285 2.366 -1.936
H -2.253 0.361 1.603
H -0.800 0.940 2.396
H -2.122 2.102 2.077
H 0.894 -0.453 1.303

Atom charges from the Mulliken analysis, given in e for atoms 1 to 2: atom 1 (Zr): 1.60, atom 2 (F): -0.52

=====

Entry 6:
DFT (wB97M-V/def2-TZVPD) results for a 3-piece molecular cluster, C47H54NO6 overall at a distorted geometry.

Output
Highest occupied orbital energy: -4.3 eV
Net charge: -1
Energy: -2329.66733 Ha
Gap between HOMO and LUMO: 4.18 eV

CARTESIAN COORDINATES (ANGSTROEM)
C -7.682 0.685 -4.054
C -6.743 1.609 -4.825
C -5.378 0.974 -5.110
C -4.696 0.415 -3.862
C -3.168 0.350 -3.985
C -2.518 -0.261 -2.735
C -2.340 -1.796 -2.812
C -3.228 -2.605 -1.861
C -2.692 -2.769 -0.442
C -2.486 -1.491 0.363
C -1.843 -1.747 1.739
C -0.781 -0.715 2.176
C -1.242 0.260 3.274
C -0.141 0.692 4.259
C 0.480 2.072 3.992
N 1.836 1.965 3.501
C 2.525 3.241 3.425
C 3.914 3.049 2.793
C 4.062 3.605 1.364
C 2.681 3.941 4.800
O 2.818 3.189 5.782
O 2.718 5.173 4.767
H -8.721 0.998 -4.146
H -7.614 -0.334 -4.440
H -7.433 0.654 -2.996
H -6.582 2.530 -4.261
H -7.203 1.881 -5.776
H -5.516 0.183 -5.849
H -4.720 1.734 -5.535
H -4.927 1.052 -3.004
H -5.055 -0.592 -3.640
H -2.797 1.363 -4.144
H -2.922 -0.263 -4.854
H -3.161 -0.042 -1.881
H -1.567 0.226 -2.524
H -1.301 -2.059 -2.604
H -2.573 -2.107 -3.831
H -4.239 -2.190 -1.833
H -3.322 -3.613 -2.274
H -1.756 -3.334 -0.460
H -3.402 -3.393 0.112
H -1.878 -0.770 -0.182
H -3.462 -1.016 0.504
H -1.383 -2.738 1.723
H -2.629 -1.801 2.493
H 0.117 -1.242 2.493
H -0.497 -0.133 1.298
H -1.631 1.158 2.791
H -2.086 -0.180 3.809
H 0.649 -0.059 4.274
H -0.571 0.699 5.262
H 0.425 2.669 4.911
H -0.118 2.606 3.247
H 2.368 1.328 4.076
H 1.930 3.904 2.794
H 4.653 3.545 3.426
H 4.164 1.989 2.807
H 3.265 4.313 1.144
H 5.003 4.151 1.257
H 4.070 2.816 0.614
C 5.414 6.231 3.566
C 5.665 6.160 4.930
C 6.885 6.585 5.432
C 7.867 7.065 4.573
C 7.619 7.117 3.194
C 6.388 6.703 2.700
C 8.655 7.598 2.246
O 8.454 7.661 1.049
C 9.979 8.008 2.807
C 10.982 8.421 1.938
C 12.212 8.814 2.437
C 12.444 8.802 3.809
C 11.448 8.389 4.678
C 10.215 7.986 4.180
C 9.161 7.525 5.136
O 9.377 7.532 6.331
H 4.447 5.910 3.201
H 4.888 5.781 5.584
H 7.087 6.543 6.493
H 6.201 6.755 1.636
H 10.787 8.429 0.875
H 12.992 9.132 1.759
H 13.404 9.114 4.199
H 11.615 8.372 5.746
C -2.671 -8.076 -6.451
C -3.286 -9.226 -6.936
C -4.237 -9.882 -6.173
C -4.573 -9.394 -4.916
C -3.947 -8.247 -4.425
C -3.000 -7.588 -5.198
C -4.267 -7.717 -3.068
O -3.733 -6.716 -2.643
C -5.265 -8.462 -2.247
C -5.549 -8.014 -0.964
C -6.479 -8.684 -0.189
C -7.133 -9.803 -0.694
C -6.852 -10.255 -1.972
C -5.914 -9.591 -2.751
C -5.611 -10.107 -4.117
O -6.187 -11.077 -4.563
H -1.933 -7.563 -7.052
H -3.022 -9.610 -7.912
H -4.725 -10.773 -6.542
H -2.527 -6.697 -4.809
H -5.037 -7.141 -0.584
H -6.697 -8.335 0.812
H -7.863 -10.322 -0.087
H -7.353 -11.125 -2.374

Atom charges from the Mulliken analysis, given in e for atoms 1 to 2: atom 1 (C): -1.10, atom 2 (C): -0.54

=====

Entry 7:
DFT (wB97M-V/def2-TZVPD) results for C15H11BrN2PdS2 as an isolated structure at a distorted geometry.

Output
Highest occupied orbital energy: -7.5 eV
Net charge: 0
Energy: -4185.94395 Ha
Gap between HOMO and LUMO: 6.61 eV

CARTESIAN COORDINATES (ANGSTROEM)
Pd -0.102 -1.575 -1.583
S -1.539 -3.344 -0.537
C -2.121 -1.913 0.214
N -1.737 -0.738 -0.220
C -2.234 0.301 0.542
C -1.994 1.656 0.325
C -2.597 2.583 1.155
C -3.432 2.175 2.198
C -3.673 0.832 2.430
C -3.067 -0.098 1.597
S -3.178 -1.835 1.606
H -1.342 1.947 -0.490
H -2.423 3.640 0.996
H -3.899 2.919 2.829
H -4.312 0.518 3.245
C 1.439 2.163 -3.869
C 0.769 0.930 -3.494
N 0.235 -0.042 -3.206
H 1.506 2.821 -3.004
H 0.881 2.669 -4.655
H 2.442 1.942 -4.230
Br 5.059 -1.477 2.626
C 3.589 -1.553 1.422
C 3.392 -0.511 0.535
C 2.319 -0.574 -0.347
C 1.474 -1.671 -0.338
C 1.671 -2.703 0.565
C 2.742 -2.647 1.451
H 4.059 0.340 0.528
H 2.161 0.246 -1.038
H 1.005 -3.552 0.591
H 2.907 -3.449 2.157

Atom charges from the Mulliken analysis, given in e for atoms 1 to 2: atom 1 (Pd): -0.06, atom 2 (S): -0.39

=====

Entry 8:
DFT (wB97M-V/def2-TZVPD) results for C18H38HgO10S4 as an isolated structure at a distorted geometry.

Output
Highest occupied orbital energy (spin up / spin down): -10.4 / -10.4 eV
Net charge: +1
Multiplicity: 2
Energy: -3206.66792 Ha
Gap between HOMO and LUMO (spin up / spin down): 8.18 / 5.11 eV
<S²>: 0.754

CARTESIAN COORDINATES (ANGSTROEM)
Hg -0.416 1.065 0.161
C 1.676 3.139 -2.041
O 0.822 2.620 -1.055
H 1.897 2.447 -2.854
H 1.340 4.086 -2.464
H 2.682 3.338 -1.671
C -3.596 1.963 0.191
O -2.339 2.304 0.853
H -4.434 2.314 0.793
H -3.660 2.258 -0.856
H -3.901 0.919 0.131
C -1.380 2.125 -4.677
C -1.514 0.835 -5.465
C -1.372 -0.436 -4.561
S -2.183 0.115 -2.980
O -1.215 0.060 -1.919
O -3.516 -0.470 -2.918
C -2.333 1.927 -3.506
H -1.649 3.050 -5.188
H -0.300 2.154 -4.527
H -0.704 0.999 -6.176
H -2.339 0.829 -6.178
H -0.377 -0.667 -4.181
H -1.903 -1.354 -4.816
H -2.044 2.464 -2.603
H -3.299 2.089 -3.984
C 1.523 1.224 5.337
C 2.774 2.055 5.390
C 2.731 2.472 3.904
S 2.042 1.097 2.786
O 3.120 0.346 2.149
O 0.827 1.539 2.055
C 1.496 0.200 4.239
H 0.736 1.976 5.284
H 1.340 0.870 6.351
H 3.650 1.445 5.612
H 2.776 2.883 6.099
H 3.632 2.906 3.470
H 1.990 3.268 3.829
H 2.421 -0.308 4.509
H 0.729 -0.573 4.186
C -4.749 -2.389 1.265
C -4.044 -3.535 0.387
C -2.768 -2.914 -0.223
S -1.917 -2.084 1.167
O -1.447 -0.743 0.849
O -1.126 -3.142 1.801
C -3.541 -1.826 2.138
H -5.631 -2.724 1.811
H -5.058 -1.767 0.425
H -4.767 -3.932 -0.325
H -3.948 -4.261 1.194
H -3.189 -2.091 -0.801
H -2.046 -3.511 -0.781
H -3.626 -0.750 2.291
H -3.380 -2.474 2.999
C 4.630 -2.202 0.240
C 4.797 -1.419 -1.189
C 3.740 -0.389 -1.219
S 2.253 -1.466 -0.771
O 2.043 -2.414 -1.873
O 1.122 -0.609 -0.267
C 3.122 -2.446 0.449
H 4.981 -1.498 0.996
H 5.367 -3.000 0.318
H 4.782 -2.142 -2.005
H 5.805 -1.021 -1.074
H 3.599 0.175 -2.140
H 3.782 0.248 -0.335
H 2.670 -3.413 0.672
H 2.811 -1.831 1.294

Atom charges from the Mulliken analysis, given in e for atoms 1 to 2: atom 1 (Hg): 3.57, atom 2 (C): -0.78